1.
{"formula": "C41H54F3N7PbSSi4Te", "method": "the ωB97M-V functional and the def2-TZVPD basis", "total_charge": -2, "species": ["Pb", "S", "C", "N", "N", "C", "C", "C", "C", "C", "C", "N", "N", "C", "C", "C", "C", "C", "C", "H", "H", "H", "H", "H", "H", "H", "H", "H", "H", "H", "C", "C", "C", "C", "C", "C", "N", "N", "C", "C", "C", "C", "C", "C", "H", "H", "H", "H", "H", "H", "H", "H", "H", "N", "C", "C", "C", "C", "C", "C", "H", "H", "H", "H", "H", "H", "H", "C", "Si", "C", "C", "Si", "Te", "Si", "C", "C", "C", "Si", "C", "C", "C", "H", "H", "H", "H", "H", "H", "H", "H", "H", "H", "H", "H", "H", "H", "H", "H", "H", "H", "H", "H", "H", "H", "H", "H", "H", "H", "H", "F", "C", "F", "F"], "positions_angstrom": [[-2.148, -1.028, -1.314], [-3.346, 0.619, 0.501], [-4.581, -0.268, 1.261], [-4.957, -0.331, 2.454], [-4.234, 0.534, 3.301], [-4.968, 1.253, 4.282], [-4.249, 1.920, 5.239], [-4.869, 2.898, 6.029], [-6.243, 3.088, 6.038], [-6.964, 2.272, 5.148], [-6.373, 1.412, 4.287], [-5.348, -1.286, 0.395], [-5.175, -1.439, -1.009], [-6.099, -0.786, -1.708], [-6.193, -1.227, -3.071], [-7.018, -0.618, -3.971], [-7.760, 0.507, -3.596], [-7.683, 0.953, -2.258], [-6.890, 0.291, -1.302], [-3.500, 1.070, 2.689], [-3.203, 1.634, 5.483], [-4.272, 3.448, 6.780], [-6.711, 3.757, 6.751], [-8.045, 2.314, 5.018], [-6.966, 0.816, 3.612], [-5.523, -2.055, -3.300], [-7.089, -0.889, -5.039], [-8.298, 1.059, -4.337], [-8.172, 1.834, -1.969], [-6.713, 0.705, -0.308], [-6.611, -4.587, 1.660], [-5.456, -5.357, 1.815], [-4.269, -4.781, 1.518], [-4.243, -3.427, 1.090], [-5.379, -2.711, 0.896], [-6.598, -3.271, 1.262], [-3.060, -2.732, 0.818], [-2.122, -3.065, 1.546], [-0.870, -2.514, 1.328], [0.149, -3.013, 2.157], [1.439, -2.529, 2.058], [1.702, -1.584, 1.049], [0.711, -1.190, 0.210], [-0.570, -1.572, 0.338], [-7.622, -4.941, 1.995], [-5.536, -6.364, 2.116], [-3.281, -5.257, 1.618], [-6.354, -0.943, 0.450], [-7.506, -2.720, 1.178], [-0.099, -3.658, 2.963], [2.192, -2.861, 2.714], [2.665, -1.084, 1.005], [1.021, -0.486, -0.636], [-0.126, -1.939, -4.452], [1.013, -2.659, -4.534], [2.181, -2.029, -4.967], [3.319, -2.720, -5.361], [3.382, -4.075, -4.999], [2.256, -4.696, -4.492], [1.094, -3.999, -4.265], [-0.026, -0.948, -4.252], [-0.948, -2.365, -4.074], [2.151, -0.945, -5.118], [4.170, -2.208, -5.847], [4.324, -4.626, -5.157], [2.211, -5.759, -4.350], [0.253, -4.596, -3.848], [3.440, 1.208, 3.101], [5.085, 1.239, 2.121], [5.929, -0.245, 2.823], [6.021, 2.664, 2.980], [4.699, 1.170, -0.173], [-0.790, 1.395, -2.498], [4.209, 3.420, -0.628], [3.781, 3.941, -2.410], [2.616, 3.781, 0.447], [5.368, 4.922, -0.109], [6.851, 0.946, -0.850], [8.054, 1.938, 0.192], [6.981, 1.607, -2.646], [7.535, -0.804, -0.768], [3.666, 1.522, 4.108], [2.955, 0.184, 3.099], [2.690, 1.841, 2.674], [5.721, -0.261, 3.926], [7.015, -0.197, 2.720], [5.566, -1.183, 2.407], [5.924, 2.700, 4.053], [5.449, 3.634, 2.716], [7.045, 2.809, 2.794], [3.012, 3.337, -2.902], [4.629, 3.899, -3.064], [3.369, 4.950, -2.473], [1.865, 2.994, 0.170], [2.104, 4.757, 0.589], [2.928, 3.379, 1.407], [6.336, 5.062, -0.504], [5.474, 4.913, 1.001], [4.820, 5.895, -0.211], [7.764, 2.974, 0.170], [9.095, 1.858, -0.164], [8.037, 1.589, 1.240], [6.547, 2.593, -2.744], [6.489, 0.952, -3.311], [8.014, 1.665, -2.998], [7.312, -1.080, 0.279], [8.670, -0.677, -0.855], [7.092, -1.571, -1.421], [-3.711, 1.738, -3.024], [-2.511, 1.472, -3.708], [-2.447, 2.465, -4.582], [-2.664, 0.362, -4.496]]}



2.
{"formula": "C41H54N5OPt", "method": "the ωB97M-V functional and the def2-TZVPD basis", "total_charge": -1, "multiplicity": 3, "species": ["Pt", "C", "C", "C", "C", "C", "C", "C", "C", "C", "C", "C", "C", "N", "C", "C", "N", "C", "C", "C", "C", "C", "C", "C", "C", "C", "C", "C", "C", "H", "H", "H", "H", "H", "H", "H", "H", "H", "H", "H", "H", "H", "H", "H", "H", "H", "H", "H", "H", "H", "H", "H", "H", "H", "H", "H", "H", "H", "H", "H", "H", "H", "H", "H", "H", "N", "C", "O", "C", "C", "C", "N", "C", "C", "H", "H", "H", "H", "H", "H", "C", "N", "C", "C", "C", "C", "C", "C", "C", "C", "H", "H", "H", "H", "H", "H", "H", "H", "H", "H", "H", "H"], "positions_angstrom": [[0.317, 0.434, -0.525], [1.972, 0.768, -3.628], [2.215, -0.746, -3.644], [0.902, -1.530, -3.669], [3.202, -1.175, -2.561], [4.536, -1.278, -2.947], [5.517, -1.734, -2.082], [5.147, -2.135, -0.811], [3.827, -2.049, -0.380], [3.497, -2.519, 1.023], [3.837, -3.998, 1.218], [4.194, -1.655, 2.076], [2.848, -1.520, -1.238], [1.500, -1.378, -0.809], [0.775, -2.494, -0.744], [-0.606, -2.435, -0.551], [-1.226, -1.266, -0.454], [-2.631, -1.256, -0.443], [-3.327, -0.695, 0.642], [-4.716, -0.663, 0.613], [-5.430, -1.169, -0.462], [-4.736, -1.689, -1.543], [-3.345, -1.725, -1.562], [-2.638, -2.197, -2.824], [-2.864, -3.689, -3.074], [-3.066, -1.382, -4.047], [-2.593, -0.159, 1.857], [-2.982, 1.284, 2.183], [-2.840, -1.077, 3.058], [1.348, 1.068, -4.477], [2.914, 1.319, -3.676], [1.444, 1.051, -2.711], [2.726, -0.975, -4.584], [0.241, -1.243, -2.853], [1.079, -2.607, -3.609], [0.385, -1.319, -4.609], [4.802, -1.007, -3.964], [6.548, -1.805, -2.407], [5.899, -2.528, -0.134], [2.426, -2.423, 1.163], [4.914, -4.174, 1.150], [3.349, -4.615, 0.461], [3.505, -4.337, 2.203], [5.280, -1.746, 1.998], [3.901, -1.962, 3.084], [3.934, -0.602, 1.948], [1.241, -3.460, -0.939], [-1.173, -3.365, -0.528], [-5.252, -0.238, 1.455], [-6.513, -1.145, -0.463], [-5.287, -2.058, -2.401], [-1.569, -2.036, -2.689], [-3.924, -3.900, -3.240], [-2.535, -4.286, -2.222], [-2.311, -4.020, -3.958], [-4.122, -1.536, -4.282], [-2.481, -1.680, -4.921], [-2.908, -0.315, -3.881], [-1.528, -0.159, 1.618], [-4.028, 1.360, 2.498], [-2.831, 1.932, 1.318], [-2.359, 1.658, 3.002], [-3.907, -1.121, 3.297], [-2.314, -0.716, 3.944], [-2.503, -2.096, 2.849], [-0.507, 1.142, 6.903], [-0.037, 0.010, 6.291], [-0.050, -1.072, 6.847], [0.498, 0.200, 4.908], [0.510, -0.879, 4.045], [0.933, -0.689, 2.740], [1.387, 0.471, 2.267], [1.402, 1.493, 3.116], [0.956, 1.414, 4.428], [-1.014, 0.994, 7.760], [-0.782, 1.926, 6.337], [0.163, -1.845, 4.387], [0.879, -1.492, 2.017], [1.789, 2.425, 2.732], [1.010, 2.291, 5.062], [1.151, 6.045, -0.350], [1.571, 4.662, -0.405], [1.726, 4.200, -1.771], [0.807, 3.718, 0.414], [-0.594, 3.374, -0.051], [-1.576, 4.370, -0.014], [-2.853, 4.159, -0.515], [-3.142, 2.922, -1.081], [-2.177, 1.924, -1.077], [-0.883, 2.082, -0.533], [1.958, 6.678, -0.729], [0.954, 6.333, 0.685], [0.251, 6.265, -0.943], [2.351, 4.906, -2.322], [0.768, 4.097, -2.301], [2.217, 3.225, -1.774], [0.786, 4.120, 1.434], [1.380, 2.788, 0.419], [-1.344, 5.330, 0.435], [-3.601, 4.941, -0.466], [-4.122, 2.723, -1.503], [-2.442, 0.962, -1.507]]}



3.
{"formula": "C41H54N7O4RuS2", "method": "the ωB97M-V functional and the def2-TZVPD basis", "total_charge": 2, "multiplicity": 2, "species": ["Ru", "C", "C", "C", "C", "C", "C", "C", "N", "C", "N", "C", "C", "C", "C", "C", "C", "C", "N", "C", "C", "C", "C", "C", "C", "C", "H", "H", "H", "H", "H", "H", "H", "H", "H", "H", "H", "H", "H", "H", "H", "H", "H", "H", "H", "H", "H", "H", "C", "C", "S", "O", "O", "C", "C", "N", "C", "N", "C", "C", "N", "O", "O", "C", "H", "H", "H", "H", "H", "H", "H", "H", "H", "H", "H", "H", "H", "C", "S", "C", "H", "H", "H", "H", "H", "H", "C", "N", "C", "C", "C", "C", "C", "C", "C", "C", "H", "H", "H", "H", "H", "H", "H", "H", "H", "H", "H", "H", "H"], "positions_angstrom": [[-0.747, 0.461, -0.002], [2.712, 1.775, 5.798], [1.525, 0.992, 6.301], [1.297, 0.820, 7.662], [0.224, 0.078, 8.133], [-0.629, -0.542, 7.232], [-0.420, -0.389, 5.870], [0.632, 0.398, 5.412], [0.887, 0.573, 4.014], [0.005, 0.751, 3.014], [-1.238, 1.076, 3.349], [-2.361, 1.281, 2.521], [-2.328, 1.088, 1.142], [-3.518, 1.360, 0.456], [-4.673, 1.770, 1.089], [-4.668, 1.927, 2.470], [-3.523, 1.686, 3.203], [-3.519, 1.860, 4.704], [0.397, 0.707, 1.741], [1.744, 0.258, 1.480], [2.599, 1.178, 0.878], [3.909, 0.840, 0.579], [4.376, -0.429, 0.894], [3.516, -1.354, 1.465], [2.186, -1.042, 1.756], [1.268, -2.123, 2.274], [3.263, 2.208, 6.630], [2.411, 2.588, 5.132], [3.410, 1.133, 5.247], [1.980, 1.284, 8.366], [0.064, -0.026, 9.197], [-1.441, -1.163, 7.586], [-1.052, -0.918, 5.167], [1.855, 0.569, 3.735], [-1.384, 1.222, 4.335], [-3.525, 1.239, -0.614], [-5.577, 1.967, 0.523], [-5.566, 2.251, 2.984], [-4.502, 2.174, 5.047], [-2.805, 2.626, 5.031], [-3.278, 0.927, 5.224], [2.219, 2.173, 0.669], [4.571, 1.567, 0.120], [5.402, -0.705, 0.676], [3.869, -2.360, 1.670], [1.446, -3.047, 1.720], [0.217, -1.858, 2.163], [1.448, -2.337, 3.329], [1.057, -3.495, -5.306], [1.534, -2.074, -4.990], [3.318, -2.046, -5.098], [3.673, -2.236, -6.474], [3.823, -2.910, -4.061], [3.749, -0.360, -4.660], [4.044, -0.194, -3.173], [2.868, -0.431, -2.300], [1.782, 0.353, -2.236], [0.848, -0.184, -1.450], [1.357, -1.388, -1.031], [2.600, -1.538, -1.516], [3.529, -2.574, -1.094], [4.688, -2.452, -1.312], [3.051, -3.476, -0.484], [1.667, 1.668, -2.917], [-0.023, -3.583, -5.178], [1.537, -4.212, -4.640], [1.309, -3.762, -6.332], [1.278, -1.774, -3.968], [1.183, -1.341, -5.721], [2.940, 0.271, -5.028], [4.645, -0.145, -5.246], [4.431, 0.803, -2.976], [4.794, -0.909, -2.882], [0.816, -2.081, -0.410], [2.563, 2.274, -2.766], [0.813, 2.187, -2.494], [1.518, 1.560, -3.991], [-0.854, 4.311, -2.321], [-1.238, 3.216, -0.936], [-0.263, 4.013, 0.357], [0.220, 4.373, -2.505], [-1.249, 5.297, -2.087], [-1.361, 3.926, -3.206], [-0.641, 5.020, 0.524], [0.790, 4.051, 0.074], [-0.385, 3.419, 1.260], [-4.048, 0.828, -3.064], [-3.306, -0.082, -3.984], [-4.205, -1.173, -4.475], [-1.991, -0.582, -3.378], [-2.146, -1.477, -2.176], [-2.458, -2.828, -2.379], [-2.601, -3.712, -1.320], [-2.440, -3.242, -0.022], [-2.118, -1.905, 0.171], [-1.918, -1.007, -0.878], [-4.864, 1.298, -3.610], [-3.369, 1.587, -2.682], [-4.445, 0.237, -2.243], [-3.039, 0.461, -4.802], [-4.533, -1.764, -3.628], [-3.666, -1.797, -5.183], [-5.064, -0.722, -4.965], [-1.428, 0.310, -3.111], [-1.484, -1.101, -4.187], [-2.568, -3.207, -3.391], [-2.832, -4.754, -1.506], [-2.558, -3.908, 0.826], [-2.011, -1.552, 1.190]]}



The energy relative to the best compared isomer or geometry (same formula, charge and spin) results, record by record, are as follows: 113.3; 0.0; 0.0 kcal per mole.
The electronic energy results, record by record, are as follows: -4294.5898; -2063.0960; -3169.6151 Ha.